Formula: C15H39NO10P2
Source: the OMol25 dataset
Level of theory: the ωB97M-V functional and the def2-TZVPD basis

XYZ file:
```
67
C15H39NO10P2 the ωB97M-V functional and the def2-TZVPD basis
O 1.68209 -0.17732 -0.17230
H 1.78207 0.61078 -0.71129
H 1.11171 -0.77855 -0.65685
H 1.27030 0.04071 0.66704
C -2.82791 -2.12400 -1.24592
C -1.84931 -1.51903 -0.20647
C -2.42684 -1.70102 1.24055
C -2.15273 -3.03798 1.94368
C -0.67282 -3.44835 1.75499
C -0.18691 -3.51993 0.28229
N -0.45859 -2.16894 -0.39860
O 0.22230 -1.85836 -1.63313
C -0.71287 -4.73427 -0.40301
C 1.40595 -3.61538 0.38748
C -1.73530 0.03378 -0.44133
H -2.61857 -1.66147 -2.21045
H -3.85073 -1.83157 -1.00837
H -2.84593 -3.19922 -1.42387
H -3.45792 -1.36960 1.36360
H -1.92487 -1.02727 1.93494
H -2.75875 -3.81916 1.48478
H -2.32265 -2.94323 3.01618
H -0.48752 -4.44134 2.16456
H -0.10269 -2.88545 2.49405
H -0.31277 -4.80679 -1.41433
H -1.79851 -4.72606 -0.50003
H -0.43858 -5.64938 0.12181
H 1.77958 -3.63379 -0.63632
H 1.74645 -4.42202 1.03670
H 1.85461 -2.70847 0.79284
H -1.43005 0.26271 -1.46237
H -0.95197 0.53456 0.12763
H -2.67947 0.53070 -0.21835
C 2.11491 0.09376 -4.41236
O 2.30447 1.49407 -4.37732
P 1.61603 2.35516 -3.16118
O 1.47683 1.70474 -1.80456
O 0.18733 2.99095 -3.71209
C 0.12872 3.81224 -4.86056
O 2.66418 3.60508 -3.11483
C 3.93131 3.49879 -2.49628
H 2.99815 -0.43471 -4.77109
H 1.16654 -0.06310 -4.92625
H 1.86426 -0.27305 -3.41700
H -0.29821 3.24018 -5.68431
H 1.09710 4.24046 -5.11932
H -0.57564 4.64408 -4.85823
H 4.75670 3.26936 -3.17022
H 4.15331 2.70619 -1.78172
H 4.27234 4.41731 -2.01865
C 1.43234 3.72881 2.83660
O 0.82442 2.80203 3.66799
P -0.08267 1.63064 3.03452
O 0.60862 0.76662 1.99484
O -0.59726 0.91620 4.40571
C -0.49133 -0.48859 4.52266
O -1.34509 2.45246 2.43567
C -2.26070 3.23364 3.15240
H 1.03446 4.72376 3.03628
H 1.41085 3.44750 1.78375
H 2.49800 3.64759 3.05078
H -0.17606 -0.72738 5.53838
H 0.29044 -0.91865 3.89657
H -1.45586 -0.98580 4.41988
H -1.87601 4.23086 2.93871
H -2.28054 2.93863 4.20153
H -3.24252 3.09462 2.69983
```

Gap between HOMO and LUMO in eV: 5.502
Relative energy (zero: lowest compared OMol25 entry of this formula, charge and spin) in kcal per mole: 52.3
LUMO energy in Ha: 0.014